## A
{
  "formula": "C6H12N2O",
  "method": "wB97M-V/def2-TZVPD",
  "species": ["H", "N", "C", "N", "C", "C", "C", "C", "H", "H", "H", "H", "H", "H", "H", "C", "O", "H", "H", "H", "H"],
  "coordinates": [[1.8589, -1.2306, -1.8151], [1.1282, -0.7728, -1.2862], [0.9156, -1.2131, -0.0712], [1.5801, -2.3006, 0.4290], [-0.0584, -0.5617, 0.7726], [-0.6004, -1.2754, 1.9940], [-0.5089, 0.6841, 0.4713], [-0.8451, 1.8630, 0.9531], [2.0571, -2.9232, -0.2005], [1.3621, -2.6484, 1.3455], [0.1342, -1.3349, 2.8065], [-1.4593, -0.7342, 2.3868], [-0.9269, -2.2949, 1.7616], [-0.3980, 2.2074, 1.8771], [-1.5493, 2.5162, 0.4581], [-0.5476, 2.0337, -2.0746], [-0.7820, 0.7745, -1.4737], [-1.4988, 2.5493, -2.2236], [0.0995, 2.6616, -1.4499], [-0.0688, 1.9015, -3.0505], [0.1079, 0.0986, -1.6102]],
  "smiles": "[H]/N=C(\\N)C(C)=C=C.CO",
  "e_homo_ev": -7.47,
  "charge": 0
}

## B
{
  "formula": "C6H12N2O",
  "method": "wB97M-V/def2-TZVPD",
  "species": ["C", "C", "C", "N", "C", "N", "H", "H", "H", "H", "H", "H", "C", "C", "O", "H", "H", "H", "H", "H", "H"],
  "coordinates": [[2.0704, 1.3816, -0.3340], [1.6397, -0.0127, -0.1389], [1.4677, -0.9041, -1.1925], [0.9512, -2.0457, -0.5348], [0.9005, -1.7850, 0.8050], [1.3204, -0.6015, 1.0552], [3.1122, 1.4853, 0.0209], [1.6217, 2.1466, 0.3253], [1.8494, 1.7675, -1.3257], [1.8517, -0.7917, -2.1834], [0.5200, -2.7718, -1.0754], [0.6150, -2.6782, 1.3423], [-2.4756, 1.2108, 0.3738], [-1.2686, 0.3269, 0.3955], [-1.7555, -1.0253, 0.6522], [-2.9544, 1.4408, 1.3204], [-3.2262, 0.7397, -0.2690], [-2.3639, 2.2357, -0.0143], [-0.7508, 0.4018, -0.5639], [-0.5639, 0.4904, 1.1976], [-2.5610, -1.0110, 0.1437]],
  "smiles": "Cc1c[nH]cn1.CCO",
  "e_homo_ev": -8.29,
  "charge": 0
}

## C
{
  "formula": "C6H12N2O",
  "method": "wB97M-V/def2-TZVPD",
  "species": ["C", "C", "O", "C", "C", "C", "N", "N", "C", "H", "H", "H", "H", "H", "H", "H", "H", "H", "H", "H", "H"],
  "coordinates": [[-1.8162, 1.5803, 1.4805], [-0.8372, 0.6998, 1.3160], [-0.2734, 0.0725, 2.3776], [-0.2748, 0.3246, -0.0557], [-1.3755, -0.1813, -0.9943], [0.4396, 1.5395, -0.6737], [0.7461, -0.6801, 0.1876], [1.1185, -1.3546, -0.7846], [2.1507, -2.3019, -0.4911], [-2.1921, 1.8051, 2.4592], [-2.2798, 2.0731, 0.6475], [0.4323, -0.4932, 2.0176], [-2.0740, 0.6169, -1.2209], [-1.9145, -0.9989, -0.5214], [-0.9244, -0.5406, -1.9175], [0.8331, 1.2758, -1.6617], [-0.2516, 2.3703, -0.7787], [1.2596, 1.8507, -0.0286], [1.7941, -3.2814, -0.8126], [2.4335, -2.3216, 0.5656], [3.0061, -2.0552, -1.1107]],
  "smiles": "C=C(O)C(C)(C)/N=N/C",
  "e_homo_ev": -8.54,
  "charge": 0
}

Name the most stable of them. B.

## A
{
  "formula": "C6H12N2O",
  "method": "wB97M-V/def2-TZVPD",
  "species": ["C", "C", "C", "C", "C", "N", "C", "N", "O", "H", "H", "H", "H", "H", "H", "H", "H", "H", "H", "H", "H"],
  "coordinates": [[-0.1558, -0.1671, 0.4231], [-0.9769, -0.0812, -0.8381], [-2.2721, 0.4181, -0.6829], [0.0012, -1.5511, 1.0052], [-0.3305, 0.9254, 1.4549], [1.3193, 0.2888, -0.4256], [0.2993, 0.9672, -1.6087], [2.0695, -0.7634, -1.0120], [0.3535, 2.1356, -1.7560], [1.8737, 1.0016, 0.0485], [-0.8958, -0.9982, -1.4151], [2.4712, -0.4446, -1.8930], [2.8090, -1.0563, -0.3860], [-2.4504, 1.3750, -0.2190], [-3.0674, 0.0584, -1.3195], [0.3950, -2.2367, 0.2550], [0.5376, 0.9445, 2.1186], [0.6603, -1.5432, 1.8750], [-0.9807, -1.9073, 1.3185], [-1.2097, 0.7307, 2.0662], [-0.4504, 1.9038, 0.9909]],
  "e_homo_ev": [-6.46, -6.46],
  "charge": 0
}

## B
{
  "formula": "C6H12N2O",
  "method": "wB97M-V/def2-TZVPD",
  "species": ["H", "N", "N", "C", "C", "O", "H", "H", "H", "C", "C", "C", "C", "H", "H", "H", "H", "H", "H", "H", "H"],
  "coordinates": [[-0.3079, -2.1529, -1.7320], [-0.0094, -1.1798, -1.9214], [-0.6938, -0.3939, -1.2565], [-0.9200, 0.9231, -1.3353], [-1.8191, 1.2474, -2.5253], [-0.6974, 1.7283, -0.4470], [-2.8545, 0.9753, -2.2897], [-1.7731, 2.3198, -2.7018], [-1.4955, 0.7086, -3.4185], [1.9660, 0.1093, 0.5349], [1.0096, -0.8382, 1.2065], [0.6506, -0.6030, 2.6446], [-0.4577, -0.3575, 1.6709], [1.6392, 1.1400, 0.6706], [2.0534, -0.1172, -0.5274], [2.9701, 0.0139, 0.9605], [1.1310, -1.8775, 0.9192], [1.0671, 0.2741, 3.1217], [0.5686, -1.4641, 3.3014], [-0.7962, 0.6525, 1.5505], [-1.2310, -1.1082, 1.5741]],
  "smiles": "[H]/N=N/C(C)=O.CC1CC1",
  "e_homo_ev": -9.23,
  "charge": 0
}

Name the most stable of them. B.

## A
{
  "formula": "C6H12N2O",
  "method": "wB97M-V/def2-TZVPD",
  "species": ["C", "C", "C", "C", "N", "C", "O", "C", "N", "H", "H", "H", "H", "H", "H", "H", "H", "H", "H", "H", "H"],
  "coordinates": [[-1.8389, -0.4601, 0.6259], [-0.6784, -0.1359, -0.2750], [-0.7795, -0.7437, -1.6570], [0.0735, 1.0801, -0.0485], [-0.4709, 2.3013, 0.3211], [1.3836, 0.6879, -0.0470], [2.4722, 1.4682, -0.3679], [1.3964, -0.7360, 0.1416], [1.3220, -1.3176, 1.4286], [-1.8565, 0.1732, 1.5142], [-2.8107, -0.3746, 0.1234], [-1.7552, -1.5064, 0.9562], [0.0889, -0.5020, -2.2707], [-0.8804, -1.8337, -1.6121], [-1.6749, -0.3715, -2.1771], [0.2094, 3.0251, 0.5116], [-1.2585, 2.6263, -0.2225], [3.2368, 1.1546, 0.1294], [2.0121, -1.3439, -0.5293], [1.1605, -2.3189, 1.4133], [0.6487, -0.8725, 2.0418]],
  "smiles": "CC(C)=C(N)/C(O)=C\\N",
  "e_homo_ev": -7.15,
  "charge": 0
}

## B
{
  "formula": "C6H12N2O",
  "method": "wB97M-V/def2-TZVPD",
  "species": ["C", "C", "C", "N", "C", "N", "H", "H", "H", "H", "H", "H", "C", "C", "O", "H", "H", "H", "H", "H", "H"],
  "coordinates": [[-1.1318, -1.5068, 1.0987], [-1.4462, -1.1591, -0.3225], [-1.9177, -1.8954, -1.3576], [-1.7358, -1.1122, -2.4936], [-1.2475, 0.0609, -2.0739], [-1.0544, 0.0788, -0.7880], [-1.8514, -2.2145, 1.5012], [-1.1198, -0.6106, 1.7033], [-0.1492, -1.9861, 1.1351], [-1.9606, -2.9737, -1.4531], [-2.2420, -1.4295, -3.3032], [-1.2321, 0.9440, -2.6947], [1.2766, 1.7552, 1.2119], [2.6759, 1.2181, 1.3215], [3.4443, 1.9535, 2.3076], [0.7017, 1.5361, 2.1205], [0.7463, 1.3794, 0.3416], [1.3295, 2.8492, 1.2180], [2.8328, 0.1445, 1.5021], [3.2474, 1.3466, 0.3914], [3.2794, 1.5055, 3.1498]],
  "smiles": "Cc1c[nH]cn1.CCO",
  "e_homo_ev": -8.88,
  "charge": 0
}

Name the most stable of them. B.